# 1
{"formula": "C25H30N9O12P2SSn", "method": "wB97M-V/def2-TZVPD", "total_charge": 1, "e_above_lowest_ev": 4.132, "homo_ev": [-11.2154, -11.2162], "multiplicity": 1, "species": ["Sn", "C", "C", "O", "P", "O", "O", "O", "P", "O", "O", "O", "H", "H", "H", "H", "H", "H", "H", "N", "C", "C", "C", "O", "O", "H", "H", "H", "H", "H", "H", "O", "S", "O", "O", "C", "N", "C", "C", "C", "N", "C", "C", "C", "N", "C", "C", "H", "H", "H", "H", "H", "H", "C", "C", "N", "C", "C", "N", "C", "N", "N", "N", "C", "C", "C", "C", "C", "C", "H", "H", "H", "H", "H", "H", "H", "H", "H", "H", "H"], "xyz": [[-0.0564, 0.1193, -0.4573], [1.6539, 3.1472, 3.5219], [0.3568, 2.4700, 3.1662], [-0.6430, 2.6038, 4.1343], [-0.3851, 3.0525, 1.6103], [-1.9269, 2.7543, 1.6750], [-0.2808, 4.6378, 1.7023], [0.2302, 2.5794, 0.3511], [0.5222, 0.6356, 2.8403], [1.7838, 0.5636, 1.8177], [0.8189, -0.0426, 4.1074], [-0.6801, 0.3289, 2.0009], [1.4614, 4.1784, 3.8223], [2.3110, 3.1458, 2.6547], [2.1391, 2.6258, 4.3481], [-0.3006, 2.2861, 4.9847], [-2.2275, 2.4806, 2.5448], [0.0871, 5.0286, 0.9086], [2.5921, 0.4483, 2.3202], [-0.8767, -2.9146, -2.0232], [-1.0474, -2.7350, -3.4547], [0.1239, -1.9608, -4.0475], [0.2982, -0.7380, -3.1383], [-0.6696, 0.0181, -3.0085], [1.3661, -0.6502, -2.5107], [-0.0341, -3.4383, -1.8217], [-1.6696, -3.3878, -1.6108], [-1.9713, -2.1768, -3.6169], [-1.1275, -3.6963, -3.9883], [-0.1054, -1.6406, -5.0619], [1.0437, -2.5434, -4.0300], [-4.6015, 8.9181, -4.3651], [-3.7857, 7.7714, -4.6012], [-2.6187, 7.5957, -3.7969], [-3.8085, 7.1536, -5.9044], [-4.9300, 6.3562, -3.9556], [-6.1996, 6.4443, -4.1414], [-6.8862, 5.3693, -3.7509], [-6.2447, 4.2647, -3.2045], [-4.8521, 4.3119, -3.0613], [-4.2089, 5.4141, -3.4794], [-3.9923, 3.2906, -2.4641], [-2.6068, 3.4333, -2.5844], [-1.7863, 2.5140, -1.9565], [-2.2619, 1.5074, -1.2370], [-3.5703, 1.3486, -1.1371], [-4.4821, 2.2082, -1.7340], [-7.9580, 5.4162, -3.8861], [-6.8152, 3.3977, -2.9122], [-2.2021, 4.2573, -3.1528], [-0.7003, 2.5764, -2.0246], [-3.9072, 0.5025, -0.5498], [-5.5404, 2.0437, -1.6122], [2.8406, -2.8714, -0.8625], [1.8707, -3.0413, 0.2441], [0.9388, -2.1748, 0.5804], [0.2689, -2.7033, 1.6495], [0.7954, -3.9201, 1.9488], [1.8133, -4.1321, 1.0502], [2.6299, -5.3196, 0.9702], [3.2620, -5.6191, 2.2170], [2.9282, -6.7084, 2.9256], [3.6449, -6.8024, 3.9517], [4.5214, -5.7608, 4.0033], [5.5191, -5.4102, 4.9096], [6.2233, -4.2587, 4.6474], [5.9553, -3.4622, 3.5250], [4.9792, -3.7927, 2.6119], [4.2719, -4.9597, 2.8613], [2.6028, -1.9466, -1.3858], [2.7844, -3.6971, -1.5716], [3.8621, -2.8155, -0.4867], [-0.5238, -2.1622, 2.1292], [0.5539, -4.6328, 2.7092], [3.3880, -5.1719, 0.1907], [2.0140, -6.1955, 0.7258], [5.7186, -6.0264, 5.7694], [7.0045, -3.9489, 5.3233], [6.5361, -2.5654, 3.3747], [4.7697, -3.1721, 1.7557]], "atomic_forces_ev_per_a": [[-0.20, 0.42, 0.76], [0.03, 0.30, -0.08], [0.14, -1.20, -0.97], [-0.63, 0.34, 0.80], [-0.56, 1.31, 0.99], [-0.03, 0.19, -0.36], [-0.01, -0.26, 0.07], [0.47, -1.22, -1.26], [1.40, 0.96, 1.48], [-0.29, -0.03, -0.45], [-0.08, -0.21, 0.09], [-0.83, -1.14, -2.48], [0.04, -0.02, -0.05], [0.21, 0.06, 0.03], [0.00, -0.07, -0.02], [-0.12, -0.11, -0.20], [-0.11, -0.15, 0.47], [0.13, 0.29, -0.29], [0.39, -0.17, 0.06], [0.08, 0.42, 0.25], [-0.25, -0.28, -0.31], [0.01, -0.09, -0.07], [-0.30, 0.04, -0.77], [-0.58, 0.28, 0.69], [0.69, 0.02, 1.34], [-0.05, -0.12, 0.14], [0.06, -0.06, 0.05], [0.09, -0.06, -0.03], [0.03, 0.21, 0.00], [0.06, 0.00, -0.01], [-0.02, 0.04, -0.09], [-0.15, 0.29, -0.13], [0.64, 1.19, 0.90], [0.26, 0.14, -0.19], [0.01, -0.34, -0.85], [-0.65, -1.14, 0.04], [-0.31, 0.36, -0.22], [0.18, 0.00, 0.14], [0.42, -0.13, 0.12], [-0.85, 0.87, -0.30], [0.21, -0.51, 0.19], [0.54, -0.65, 0.41], [-0.14, -0.19, 0.11], [0.28, 0.29, -0.26], [0.68, -0.49, 0.37], [-0.49, -0.21, 0.20], [0.34, 0.19, -0.15], [-0.04, -0.11, 0.02], [-0.05, -0.06, -0.01], [0.09, 0.00, 0.04], [-0.29, 0.18, -0.09], [-0.06, 0.06, 0.01], [-0.07, -0.07, 0.07], [0.05, 0.14, -0.08], [0.25, -0.12, -0.33], [-0.23, 0.74, -0.36], [-0.17, -0.35, 0.33], [-0.26, 0.20, 0.08], [-0.32, 0.65, -0.12], [0.23, -0.59, -0.09], [0.66, 0.82, 0.05], [-1.05, -0.78, -0.60], [0.11, -0.85, 1.03], [-0.03, 1.14, -1.17], [-0.10, -0.05, -0.07], [0.07, -0.05, 0.16], [-0.04, 0.04, -0.12], [0.02, 0.11, -0.09], [0.22, -0.40, 0.66], [0.15, -0.19, 0.03], [0.05, -0.03, -0.08], [0.07, -0.01, -0.03], [-0.10, -0.02, 0.15], [-0.04, -0.16, 0.19], [-0.23, -0.02, 0.17], [0.16, 0.24, 0.02], [0.05, -0.06, 0.16], [0.08, 0.02, 0.08], [0.05, 0.09, -0.02], [0.03, 0.13, -0.13]]}

---

# 2
{"formula": "C25H31AsBrN4O4RhS", "method": "wB97M-V/def2-TZVPD", "e_above_lowest_ev": 0.000, "homo_ev": -7.3577, "multiplicity": 1, "species": ["Rh", "O", "C", "C", "C", "C", "C", "C", "C", "O", "N", "N", "C", "C", "Br", "C", "C", "C", "C", "C", "C", "C", "H", "H", "H", "H", "H", "H", "H", "H", "H", "H", "H", "H", "H", "H", "O", "C", "As", "C", "C", "O", "H", "H", "H", "H", "H", "H", "H", "H", "H", "C", "C", "C", "C", "N", "C", "S", "N", "C", "H", "H", "H", "H", "H", "H", "H", "H"], "xyz": [[-0.2597, -1.0798, -0.0683], [3.1183, -2.0198, 1.8478], [3.8515, -0.8841, 1.7740], [5.1676, -0.9358, 2.2188], [5.9693, 0.1927, 2.1611], [5.4752, 1.3883, 1.6588], [4.1601, 1.4390, 1.2204], [3.3375, 0.3231, 1.2784], [1.9125, 0.3910, 0.8046], [1.6576, -0.6465, -0.0717], [1.0333, 0.2442, 2.0060], [-0.2293, -0.1088, 1.7146], [-1.2085, 0.0511, 2.5179], [-2.5440, -0.4273, 2.1936], [-2.6971, -1.4998, 0.6090], [-3.6531, -0.2113, 2.8996], [-3.7409, 0.6583, 4.0887], [-3.1956, 1.9422, 4.0971], [-3.3032, 2.7441, 5.2234], [-3.9621, 2.2774, 6.3511], [-4.5274, 1.0093, 6.3439], [-4.4250, 0.2091, 5.2182], [2.2586, -1.8943, 1.4002], [5.5458, -1.8754, 2.6005], [6.9934, 0.1339, 2.5077], [6.1045, 2.2665, 1.6082], [3.7537, 2.3599, 0.8168], [1.7051, 1.3697, 0.3469], [1.1501, 0.9154, 2.7553], [-1.0611, 0.4986, 3.4957], [-4.5652, -0.7103, 2.5931], [-2.7141, 2.3229, 3.2048], [-2.8817, 3.7408, 5.2140], [-4.0466, 2.9043, 7.2290], [-5.0522, 0.6443, 7.2170], [-4.8697, -0.7788, 5.2131], [-0.2081, -2.2049, -1.6892], [-0.3395, -5.0626, -1.0960], [0.9876, -3.9843, -0.2242], [2.3698, -3.4400, -1.4388], [1.8859, -5.1880, 0.9805], [0.3635, -2.8466, 0.8536], [0.1600, -5.8642, -1.6401], [-0.9011, -4.4216, -1.7678], [-0.9868, -5.4873, -0.3299], [3.1928, -4.1516, -1.3730], [2.6908, -2.4448, -1.1354], [1.9577, -3.3954, -2.4413], [2.2994, -6.0384, 0.4381], [1.1750, -5.5379, 1.7267], [2.6841, -4.6338, 1.4720], [2.4652, -0.7795, -4.5096], [1.8701, 0.4103, -3.8184], [2.2978, 1.7040, -4.0769], [1.6855, 2.7281, -3.3698], [0.7508, 2.4798, -2.4553], [0.3993, 1.2050, -2.2667], [-0.8505, 0.9325, -1.0676], [0.9082, 0.1624, -2.9348], [2.0471, 4.1676, -3.5831], [3.1231, -0.4851, -5.3256], [1.6726, -1.4202, -4.8966], [3.0408, -1.3643, -3.7894], [3.0715, 1.9060, -4.8047], [0.1791, -1.6088, -2.3530], [2.8279, 4.2807, -4.3334], [2.3860, 4.6049, -2.6438], [1.1642, 4.7243, -3.8980]], "atomic_forces_ev_per_a": [[0.04, -0.02, 0.21], [0.06, 0.00, 0.02], [-0.04, -0.01, -0.03], [0.02, -0.01, -0.01], [0.00, 0.00, 0.01], [-0.01, 0.01, 0.01], [0.01, -0.01, 0.01], [0.04, 0.00, 0.02], [-0.03, 0.03, -0.02], [-0.08, 0.06, 0.03], [0.05, -0.16, 0.04], [0.14, 0.09, -0.16], [-0.08, -0.10, 0.09], [-0.01, -0.01, -0.07], [-0.09, -0.06, 0.00], [0.01, 0.02, 0.04], [-0.01, 0.01, 0.00], [0.00, -0.02, -0.01], [0.00, 0.00, 0.00], [0.00, 0.00, 0.00], [0.00, 0.00, 0.00], [0.00, 0.00, 0.00], [-0.04, 0.02, -0.01], [0.00, 0.00, 0.00], [0.00, 0.00, 0.00], [0.00, 0.00, -0.01], [0.00, 0.00, 0.00], [-0.01, 0.00, 0.00], [-0.01, 0.06, -0.03], [0.01, 0.08, -0.01], [0.00, 0.00, -0.01], [0.01, 0.00, 0.00], [0.00, 0.00, 0.00], [0.00, 0.00, 0.00], [0.00, 0.00, 0.00], [0.00, 0.00, 0.00], [0.02, 0.10, -0.06], [0.02, 0.02, 0.05], [-0.02, -0.07, -0.14], [0.04, 0.00, 0.03], [-0.03, -0.05, -0.01], [-0.05, 0.06, 0.08], [-0.01, -0.01, 0.00], [0.01, 0.00, -0.01], [0.01, -0.01, 0.00], [0.02, 0.02, -0.01], [-0.01, 0.02, 0.00], [-0.01, -0.02, -0.02], [0.01, 0.01, -0.01], [0.01, 0.01, 0.01], [0.00, 0.00, 0.01], [0.00, 0.00, 0.00], [-0.01, -0.02, -0.01], [0.01, 0.00, 0.00], [0.00, 0.02, -0.02], [-0.02, 0.00, 0.01], [0.06, -0.02, -0.03], [-0.01, -0.01, -0.01], [-0.01, 0.02, 0.02], [-0.01, 0.00, 0.01], [0.00, 0.00, 0.00], [0.00, 0.00, 0.00], [0.00, 0.00, 0.00], [0.00, 0.00, 0.00], [-0.01, -0.03, -0.02], [0.00, 0.00, 0.00], [0.00, 0.00, 0.00], [0.00, 0.00, 0.00]]}

---

So what do the calculations give for M? Going down the list: 861.292 741.346 u.